(1)
21
Properties=species:S:1:pos:R:3 method="wB97M-V/def2-TZVPD" e_lumo_ev="3.871 / 3.842" total_charge=-1 multiplicity=2 e_homo_ha="-0.0186 / -0.0722" e_above_lowest_kcal_mol=87.3
C -1.82 0.35 -0.76
C -0.84 1.09 0.09
C -0.14 0.27 1.16
C 0.73 -0.84 0.51
N 1.23 -0.34 -0.84
C 2.55 0.25 -0.48
N 3.54 -0.55 0.09
N -2.92 -0.42 -0.04
H -2.36 0.84 -1.56
H -1.48 -0.56 -1.27
H -1.48 1.84 0.66
H -0.20 1.58 -0.66
H -0.86 -0.10 1.95
H 0.53 0.94 1.65
H 0.00 -1.63 0.20
H 1.57 -1.04 1.18
H 1.65 -1.16 -1.31
H 2.83 1.31 -0.64
H 3.58 -0.70 -1.02
H -3.48 0.12 0.63
H -2.63 -1.25 0.46


(2)
71
Properties=species:S:1:pos:R:3 method="wB97M-V/def2-TZVPD" e_lumo_ev=-0.056 e_homo_ha=-0.3425
C -4.97 1.04 -4.71
C -5.98 0.92 -5.33
C -7.24 0.79 -6.08
N -8.40 1.53 -5.53
C -9.12 0.92 -4.47
Br -8.27 -0.26 -3.24
C -10.43 1.15 -4.35
C -11.23 2.01 -5.29
Br -11.44 0.38 -2.95
S -8.15 3.19 -5.33
O -9.03 3.88 -6.20
O -8.30 3.52 -3.95
F -6.72 3.45 -5.85
H -4.14 1.25 -4.08
H -7.50 -0.27 -6.13
H -7.06 1.12 -7.10
H -10.99 1.78 -6.32
H -11.01 3.06 -5.06
H -12.29 1.89 -5.08
C -3.41 0.55 -0.52
C -2.28 -0.13 0.23
O -1.00 0.41 -0.11
P -0.56 1.84 0.48
O -0.39 1.71 1.94
O 0.96 1.90 -0.08
C 2.06 2.18 0.78
C 2.77 0.91 1.18
O -1.13 2.75 -0.72
C -1.33 4.17 -0.50
C -0.02 4.92 -0.38
H -3.52 1.58 -0.18
H -4.36 0.04 -0.34
H -3.22 0.57 -1.59
H -2.43 -0.06 1.31
H -2.24 -1.19 -0.03
H 1.74 2.74 1.66
H 2.75 2.82 0.22
H 2.09 0.19 1.63
H 3.57 1.12 1.90
H 3.22 0.42 0.31
H -1.94 4.31 0.40
H -1.90 4.53 -1.35
H 0.51 4.66 0.54
H -0.20 5.99 -0.38
H 0.64 4.67 -1.21
C 7.67 -4.11 0.28
C 6.42 -3.30 0.59
O 5.91 -3.57 1.90
P 6.65 -2.95 3.19
O 6.28 -1.51 3.17
O 5.60 -3.43 4.36
C 5.09 -2.50 5.32
C 3.73 -1.99 4.93
O 7.52 -4.29 3.53
C 8.67 -4.19 4.40
C 8.27 -3.94 5.84
H 8.51 -3.79 0.90
H 7.95 -3.99 -0.77
H 7.50 -5.17 0.48
H 6.61 -2.23 0.48
H 5.63 -3.56 -0.11
H 5.78 -1.66 5.46
H 5.04 -3.03 6.27
H 3.75 -1.57 3.93
H 3.38 -1.22 5.63
H 3.00 -2.81 4.93
H 9.34 -3.41 4.04
H 9.20 -5.14 4.32
H 7.87 -2.93 5.98
H 9.14 -4.04 6.50
H 7.51 -4.65 6.16


(3)
87
Properties=species:S:1:pos:R:3 method="wB97M-V/def2-TZVPD" e_lumo_ev="-4.370 / -4.341" total_charge=+1 multiplicity=3 e_homo_ha="-0.3783 / -0.3844"
V -0.52 0.21 -1.05
C -2.18 -2.51 -2.32
O -2.09 -1.42 -1.37
C -3.11 -1.29 -0.46
C -4.27 -2.04 -0.49
C -5.18 -1.99 0.58
C -4.92 -1.14 1.67
C -3.77 -0.36 1.70
C -2.85 -0.40 0.64
N -1.66 0.31 0.63
N -1.27 0.85 1.81
C -0.42 1.92 1.74
C 0.02 2.69 0.53
O -0.05 2.26 -0.76
C 0.69 3.92 0.84
C 0.98 4.37 2.09
C 0.74 3.57 3.21
C 1.18 4.02 4.48
C 1.00 3.24 5.61
C 0.31 2.03 5.50
C -0.17 1.59 4.26
C 0.04 2.32 3.06
H -3.03 -2.38 -3.00
H -1.25 -2.49 -2.90
H -2.30 -3.45 -1.79
H -4.46 -2.68 -1.36
H -6.08 -2.59 0.54
H -5.65 -1.11 2.51
H -3.52 0.29 2.55
H 1.01 4.46 -0.06
H 1.49 5.32 2.25
H 1.66 5.00 4.56
H 1.37 3.62 6.58
H 0.15 1.36 6.35
H -0.74 0.66 4.19
C 0.59 -3.99 1.05
C -0.13 -2.70 1.40
C -1.22 -3.00 2.42
C 0.84 -1.65 1.89
C 1.13 -1.61 3.24
C 2.08 -0.72 3.73
C 2.77 0.10 2.85
C 2.52 0.12 1.49
C 3.47 0.96 0.65
C 3.22 1.32 -0.82
C 4.88 0.37 0.73
C 1.52 -0.76 1.02
N 1.18 -0.77 -0.37
C 1.75 -1.49 -1.35
C 1.32 -1.19 -2.69
C 1.67 -1.64 -3.98
C 0.86 -0.93 -4.89
C 0.01 -0.12 -4.15
N 0.29 -0.22 -2.80
C -1.03 0.85 -4.70
C -0.26 1.99 -5.38
C -1.89 0.03 -5.68
C -1.91 1.41 -3.55
H -0.13 -4.76 0.75
H 1.13 -4.39 1.91
H 1.32 -3.84 0.25
H -0.63 -2.37 0.48
H -2.08 -3.46 1.92
H -1.60 -2.10 2.92
H -0.92 -3.69 3.17
H 0.62 -2.30 3.91
H 2.32 -0.67 4.80
H 3.57 0.76 3.21
H 3.51 1.90 1.22
H 3.61 0.56 -1.49
H 3.80 2.23 -1.00
H 2.17 1.55 -1.07
H 4.88 -0.64 0.32
H 5.25 0.30 1.76
H 5.58 0.97 0.15
H 2.55 -2.22 -1.23
H 2.44 -2.38 -4.18
H 0.87 -1.02 -5.97
H 0.42 1.61 -6.15
H 0.31 2.55 -4.64
H -0.97 2.67 -5.86
H -1.28 -0.34 -6.50
H -2.69 0.67 -6.08
H -2.38 -0.79 -5.16
H -1.39 2.09 -2.87
H -2.35 0.58 -2.98
H -2.75 1.96 -4.00


Going through the records in order, we get electronic energy values of -9861.3457, -213429.1005, -75825.9315 eV.